# C16H30ClF3NiO8S3

C16H30ClF3NiO8S3 as an isolated structure (ωB97M-V with the def2-TZVPD basis set, the Open Molecules 2025 dataset).

Output
⟨S²⟩: 2.0035
HOMO level (alpha / beta) in eV: -8.435 / -8.354
Total charge: 0
DFT total energy in eV: -127681.39684
Energy above the lowest of the compared OMol25 structures with the same formula, charge and spin in kJ/mol: 105.14
Multiplicity: 3

```
62
Properties=species:S:1:pos:R:3:forces:R:3:mulliken_charge:R:1
Ni 0.535424 0.434184 -0.283478 -0.67 0.41 0.96 1.6513
C -0.981614 1.739091 1.924289 0.52 -0.26 -1.11 -0.0832
O 0.358408 1.545722 2.336375 0.23 0.45 0.55 -0.4021
O -1.088906 1.175385 0.698093 -0.14 -0.93 0.16 -0.3268
C -1.856478 1.152788 3.106168 -1.13 -0.72 -0.87 0.9160
F -2.598738 0.100922 2.670730 0.42 0.11 0.32 -0.2454
F -1.157191 0.729686 4.180959 -0.24 0.27 -0.15 -0.2504
F -2.765328 2.050893 3.563053 0.49 0.05 -0.04 -0.3317
C 1.039997 2.650181 2.934643 0.71 -1.43 -0.15 -0.2415
C 2.242727 2.139057 3.711067 1.12 -0.31 -0.34 -1.2155
H 1.987106 1.356837 4.428324 -0.25 0.49 0.43 0.2425
H 3.073557 1.683246 3.156639 -0.61 -0.07 -0.79 0.2753
H 2.783841 2.995557 4.123546 -0.47 -0.03 0.68 0.4444
H 0.410625 3.105009 3.701093 -0.22 0.67 -0.54 0.3148
H 1.412972 3.225504 2.084824 -0.37 0.87 0.42 0.2721
H -1.358237 2.764515 1.787001 0.68 0.47 0.79 0.1737
Cl 2.667742 1.369160 -0.527789 -0.50 -0.38 0.10 -0.6675
C 1.870281 0.912519 -4.953082 0.43 0.99 0.70 -0.5626
C 1.916892 2.474429 -4.963264 0.69 0.58 0.31 -0.7317
C 1.341420 2.971986 -3.626652 -1.55 -1.50 -0.17 -0.5147
S -0.064734 1.823706 -3.357505 0.31 0.69 -0.36 0.6827
O -1.303104 2.366088 -3.907856 1.00 -0.37 0.57 -0.6795
O -0.048320 1.437633 -1.962802 -0.56 0.00 -0.40 -0.5124
C 0.499090 0.521858 -4.475234 -0.96 0.30 -0.26 -0.6841
H 2.618778 0.585127 -4.229450 0.14 -0.21 -0.26 0.3095
H 2.064281 0.536775 -5.953644 0.17 -0.20 0.11 0.3258
H 1.494293 2.916783 -5.864184 -0.40 -0.09 0.13 0.3017
H 2.956299 2.805080 -4.931083 0.08 -0.17 -0.35 0.3990
H 0.756054 3.877820 -3.476532 0.80 0.61 -0.54 0.4099
H 2.067303 2.772574 -2.839216 -0.25 0.13 0.29 0.2188
H -0.174151 0.664979 -5.323224 -0.28 -0.42 0.18 0.4028
H 0.348145 -0.433943 -3.977843 0.19 -0.07 -0.12 0.3960
C 2.545080 -2.283939 4.244326 -0.04 1.22 0.07 -0.2747
C 1.053177 -2.538087 4.558203 0.39 -1.01 0.18 -0.8644
C 0.274059 -1.807024 3.491118 0.65 1.11 -0.50 -0.0307
S 1.088884 -2.313198 1.922518 -0.09 0.33 2.91 0.6424
O 1.048799 -1.174106 1.037570 0.69 -0.01 -0.53 -0.4815
O 0.584972 -3.581665 1.491952 -0.08 -0.31 -0.51 -0.6866
C 2.752465 -2.672584 2.807794 -0.42 0.80 -2.14 -0.8564
H 3.347041 -2.663815 4.879527 -0.56 -0.84 0.19 0.3626
H 2.716428 -1.209614 4.389663 -0.14 0.10 -0.49 0.0415
H 0.790731 -2.155975 5.542402 -0.08 -0.30 0.08 0.3867
H 0.903748 -3.616871 4.457125 -0.34 -0.01 0.49 0.3302
H 0.457461 -0.743236 3.686586 0.42 -0.03 -0.73 -0.3491
H -0.811810 -1.788234 3.408015 0.00 -1.03 0.00 0.6195
H 3.491199 -2.099047 2.245712 0.05 0.20 0.25 0.4167
H 2.959881 -3.715617 2.575850 -0.31 -0.14 0.37 0.3650
C -3.465748 -0.500167 -2.698133 0.83 0.62 0.10 -0.1496
C -3.315464 -1.939552 -3.195947 -1.48 0.01 -1.08 -0.6811
C -2.444060 -2.773001 -2.284160 0.73 -0.08 1.39 -0.9011
S -2.132736 -1.688033 -0.820425 -1.07 0.21 0.13 1.0858
O -0.906274 -0.962038 -1.121235 0.48 -0.55 -0.14 -0.2875
O -2.330601 -2.312950 0.459882 0.44 -0.19 -0.47 -0.7704
C -3.439579 -0.535870 -1.172815 0.28 0.42 -0.41 -0.5594
H -4.396832 -0.038014 -3.018940 0.04 -0.11 -0.23 0.5185
H -2.642813 0.072987 -3.129674 -0.08 0.35 0.40 -0.2723
H -3.007960 -1.935922 -4.243299 0.48 -0.05 0.17 0.3982
H -4.356438 -2.267782 -3.294726 0.25 -0.80 0.49 0.2978
H -1.444212 -3.041472 -2.624576 -0.06 0.28 -0.37 0.4035
H -2.840825 -3.693650 -1.857422 -0.47 0.12 -0.19 0.4114
H -3.104752 0.374289 -0.668533 -0.13 0.09 -0.09 0.2202
H -4.422232 -0.846989 -0.822347 0.25 -0.33 0.42 0.3775
```
Forces are in eV/Å.



# C16H30ErFN10SSi

C16H30ErFN10SSi as an isolated structure (ωB97M-V with the def2-TZVPD basis set, the Open Molecules 2025 dataset).

Output
⟨S²⟩: 3.7522
HOMO level (alpha / beta) in eV: -11.905 / -11.917
Total charge: +2
DFT total energy in eV: -81020.87766
Energy above the lowest of the compared OMol25 structures with the same formula, charge and spin in kJ/mol: 21.59
Multiplicity: 4

```
60
Properties=species:S:1:pos:R:3:forces:R:3:mulliken_charge:R:1
Er -6.839823 -12.607921 12.375333 2.41 0.73 -1.64 0.5251
C -3.717867 -16.003485 15.981447 0.67 0.24 0.04 -1.2781
N -4.498782 -15.716971 14.799559 -0.72 0.71 0.10 0.1842
C -4.685446 -16.881847 13.965229 0.85 0.58 -2.13 -1.3336
C -5.100323 -14.531882 14.507466 -0.08 -2.01 -1.03 0.6460
N -5.583717 -14.273336 13.316904 0.03 -1.28 -0.17 -0.1764
N -5.263597 -13.664548 15.557895 1.12 0.40 1.55 0.0041
C -6.086845 -12.577624 15.623475 -0.52 0.65 0.95 0.5174
N -6.122232 -11.873161 16.777741 1.63 -1.41 0.73 -0.3836
N -6.883017 -12.264580 14.663572 -1.02 0.85 -1.08 -0.5033
H -3.121336 -16.889177 15.720979 0.06 0.53 0.43 0.4714
H -4.365626 -16.261965 16.803124 -0.11 -0.07 0.59 0.3671
H -3.035962 -15.171939 16.234064 -0.23 -0.42 -0.02 0.4605
H -4.550052 -17.796664 14.503371 0.35 -0.28 0.46 0.5045
H -3.963261 -16.814696 13.113214 -0.36 -0.49 0.56 0.3642
H -5.658483 -16.968983 13.518475 -0.72 0.34 -0.04 0.4398
H -5.420238 -15.061780 12.632349 0.09 1.24 1.21 -0.1892
H -4.703206 -13.856425 16.405082 -0.59 0.07 -0.89 0.2311
H -5.498411 -12.165064 17.563148 -1.12 0.91 -0.91 0.2084
H -6.719975 -11.060840 16.825429 0.32 -0.15 0.36 0.2126
H -7.449302 -11.440891 14.912801 0.35 -0.48 0.02 0.1136
C -11.827838 -13.357920 14.071411 -1.43 0.46 -0.92 -1.1190
C -11.063243 -12.302696 13.323634 0.48 2.06 -0.07 0.6438
N -11.504402 -11.061834 13.231156 0.16 -0.40 -0.03 -0.5893
N -10.600488 -10.342677 12.433058 -0.06 -1.18 1.32 0.1128
C -9.595755 -11.138233 12.088833 0.74 0.15 -1.33 0.1178
S -8.505799 -10.872346 10.825596 0.60 -0.37 0.74 -0.3665
N -9.778089 -12.328959 12.746463 -1.32 -0.60 0.20 0.3413
N -9.019928 -13.495817 12.453428 -0.49 1.88 -1.56 -0.5785
H -11.318807 -14.206653 14.545970 0.28 0.66 -0.06 0.3394
H -12.616270 -13.821790 13.375791 1.06 0.81 0.98 0.3041
H -12.332233 -12.671411 14.789318 -0.07 -1.22 -0.08 0.3345
H -10.547400 -9.306204 12.347709 -0.70 -1.25 0.06 0.2926
H -9.239047 -13.748241 11.486367 -0.22 -0.47 0.12 0.3462
H -9.243292 -14.203909 13.099440 -0.52 -1.10 0.90 0.2245
C -6.641101 -15.142251 10.399308 -1.24 -0.28 -0.62 -0.6254
Si -5.561976 -13.922606 9.430143 -1.26 0.98 1.14 0.2606
C -6.639108 -13.491875 7.976338 0.30 0.89 0.69 -1.0528
C -4.019723 -14.720055 8.994953 0.84 -1.50 -0.64 -1.0950
N -5.406273 -12.633948 10.596891 -1.35 -0.68 0.66 0.2320
C -4.647833 -11.533279 10.383038 0.15 1.95 -0.39 0.4956
C -4.142193 -11.131690 9.096112 0.48 -0.32 0.43 -0.1401
C -3.150056 -10.156112 8.983613 0.75 1.09 0.82 -0.6278
C -2.791306 -9.405577 10.161295 -1.23 -0.44 -1.12 -0.6198
C -3.496923 -9.630541 11.381429 1.47 1.28 0.48 -0.6778
C -4.424152 -10.611524 11.469462 -0.24 -1.87 -2.84 0.3812
F -5.307188 -10.850036 12.559354 0.69 0.22 0.37 -0.2875
H -6.075244 -16.035544 10.701760 -0.48 0.09 0.04 0.2179
H -7.539940 -15.403617 9.755653 1.21 -0.19 0.71 0.4142
H -7.133506 -14.699429 11.278513 0.11 -0.35 0.20 -0.0890
H -7.477335 -14.209137 7.924042 0.52 0.49 -0.68 0.3687
H -5.961566 -13.388829 7.134269 -0.47 -0.45 -0.68 0.3932
H -6.993235 -12.458727 8.160084 -0.25 -0.52 -0.12 0.2772
H -3.593972 -15.377797 9.769525 -0.44 -0.01 -0.18 0.3157
H -3.203284 -14.040926 8.795534 0.07 0.31 -0.57 0.4009
H -4.294727 -15.336513 8.092188 0.77 0.44 0.70 0.3510
H -4.512511 -11.593604 8.162300 0.30 -0.15 0.79 0.2854
H -2.604850 -9.956517 7.992851 -1.18 -0.19 1.64 0.3284
H -2.195470 -8.490055 10.025980 0.06 -0.83 0.44 0.3410
H -3.188198 -9.070046 12.283731 -0.51 -0.04 -0.68 0.3628
```
Forces are in eV/Å.